{
  "formula": "C30H55F6N15O4RbS3",
  "method": "ωB97M-V/def2-TZVPD",
  "homo_ev": [-3.72, -3.71],
  "total_charge": -1,
  "homo_lumo_gap_ev": [5.5, 5.5],
  "elements": ["Rb", "C", "N", "C", "C", "N", "C", "C", "N", "C", "C", "N", "C", "N", "C", "C", "N", "C", "C", "C", "C", "N", "C", "N", "C", "C", "N", "C", "C", "N", "C", "C", "H", "H", "H", "H", "H", "H", "H", "H", "H", "H", "H", "H", "H", "H", "H", "H", "H", "H", "H", "H", "H", "H", "H", "H", "H", "H", "H", "H", "H", "H", "H", "H", "H", "H", "H", "H", "H", "H", "H", "H", "H", "H", "H", "H", "H", "H", "H", "H", "N", "C", "S", "N", "N", "C", "C", "C", "C", "C", "C", "N", "H", "H", "H", "H", "H", "H", "H", "F", "C", "F", "F", "S", "O", "O", "N", "S", "O", "O", "C", "F", "F", "F"],
  "positions_angstrom": [[11.91, 12.41, 10.98], [8.12, 12.14, 7.01], [7.69, 10.90, 7.62], [6.74, 10.04, 6.96], [8.40, 10.44, 8.76], [9.71, 10.37, 8.94], [10.59, 10.32, 7.79], [11.93, 9.86, 8.22], [12.88, 10.83, 8.70], [14.07, 10.20, 9.34], [13.83, 9.24, 10.51], [14.28, 9.84, 11.74], [14.37, 9.06, 12.79], [13.99, 7.71, 12.87], [14.91, 6.68, 13.27], [12.61, 7.30, 12.55], [14.79, 9.64, 13.95], [15.28, 11.00, 13.94], [14.57, 9.06, 15.30], [13.32, 11.80, 7.68], [14.06, 13.05, 8.13], [13.25, 14.08, 8.85], [13.67, 15.35, 8.82], [14.96, 15.71, 8.49], [15.19, 16.89, 7.62], [16.14, 15.09, 9.13], [12.80, 16.34, 9.20], [11.38, 16.07, 9.18], [13.24, 17.58, 9.87], [7.56, 10.18, 9.85], [8.07, 9.47, 10.99], [6.14, 10.53, 9.87], [7.29, 12.65, 6.55], [8.90, 11.99, 6.25], [8.57, 12.76, 7.78], [7.05, 9.87, 5.93], [5.73, 10.47, 6.90], [6.62, 9.10, 7.49], [10.60, 11.33, 7.30], [10.21, 9.62, 6.97], [12.39, 9.41, 7.31], [11.80, 9.08, 8.96], [14.74, 11.01, 9.72], [14.69, 9.66, 8.56], [14.33, 8.30, 10.25], [12.76, 8.98, 10.56], [15.83, 7.14, 13.64], [15.16, 5.98, 12.47], [14.44, 6.10, 14.09], [11.84, 8.05, 12.71], [12.37, 6.40, 13.15], [12.59, 6.99, 11.49], [15.77, 11.14, 12.99], [15.93, 11.14, 14.78], [14.44, 11.71, 13.97], [14.63, 8.00, 15.27], [13.60, 9.35, 15.69], [15.33, 9.46, 15.94], [12.47, 12.21, 7.04], [13.97, 11.30, 6.94], [14.49, 13.50, 7.22], [14.90, 12.78, 8.78], [14.36, 17.01, 6.92], [16.17, 16.78, 7.12], [15.23, 17.82, 8.23], [15.80, 14.43, 9.95], [16.77, 15.89, 9.55], [16.70, 14.54, 8.39], [11.18, 15.28, 8.48], [10.86, 16.99, 8.92], [10.97, 15.71, 10.11], [14.29, 17.51, 10.14], [12.65, 17.63, 10.84], [13.05, 18.49, 9.32], [8.55, 8.54, 10.60], [7.33, 9.36, 11.77], [8.89, 10.07, 11.43], [6.04, 11.60, 10.06], [5.67, 9.90, 10.67], [5.63, 10.28, 8.96], [7.33, 13.55, 13.51], [8.45, 13.92, 12.85], [8.73, 13.68, 11.22], [9.23, 14.71, 13.68], [10.48, 14.69, 13.34], [11.33, 15.29, 14.16], [12.75, 15.25, 14.03], [13.52, 15.98, 14.95], [14.90, 15.87, 14.92], [15.50, 15.11, 13.86], [14.67, 14.44, 12.99], [13.31, 14.50, 13.02], [6.65, 12.99, 13.03], [7.21, 13.65, 14.51], [10.86, 15.84, 15.04], [12.99, 16.66, 15.65], [15.52, 16.37, 15.65], [16.57, 15.00, 13.81], [15.07, 13.86, 12.16], [11.50, 7.76, 15.15], [10.40, 8.45, 15.51], [10.46, 8.61, 16.87], [9.32, 7.71, 15.26], [10.46, 10.15, 14.72], [10.49, 9.88, 13.26], [11.65, 10.63, 15.38], [9.19, 10.91, 15.09], [7.90, 11.09, 15.99], [7.55, 12.48, 16.13], [7.84, 10.27, 17.17], [6.46, 10.41, 14.96], [6.50, 9.07, 14.73], [5.24, 10.61, 15.52], [6.39, 11.00, 13.77]],
  "lowdin_charge": [0.505, -0.064, -0.174, -0.087, -0.346, 0.093, -0.252, -0.241, -0.228, -0.182, -0.253, 0.079, -0.361, -0.168, -0.092, -0.049, -0.129, -0.051, -0.020, -0.197, -0.237, 0.032, -0.400, -0.173, -0.051, -0.050, -0.144, -0.060, -0.051, -0.146, -0.061, -0.041, 0.083, 0.071, 0.090, 0.079, 0.075, 0.091, 0.091, 0.136, 0.126, 0.109, 0.109, 0.121, 0.118, 0.090, 0.091, 0.078, 0.086, 0.060, 0.088, 0.078, 0.070, 0.078, 0.086, 0.056, 0.063, 0.075, 0.130, 0.114, 0.114, 0.079, 0.091, 0.083, 0.068, 0.080, 0.090, 0.075, 0.071, 0.091, 0.059, 0.078, 0.114, 0.074, 0.097, 0.064, 0.065, 0.079, 0.101, 0.034, 0.084, -0.928, 0.480, -0.058, -0.059, -0.154, -0.298, -0.059, -0.084, -0.102, -0.195, 0.072, 0.058, 0.067, 0.114, 0.110, 0.091, 0.082, 0.089, 0.103, -0.631, 0.099, 0.138, 0.602, -0.332, -0.293, -0.279, 0.612, -0.293, -0.284, -0.604, 0.100, 0.103, 0.099]
}

{
  "formula": "C4H8O",
  "method": "ωB97M-V/def2-TZVPD",
  "homo_ev": -8.67,
  "homo_lumo_gap_ev": 9.5,
  "elements": ["C", "C", "C", "C", "H", "H", "H", "H", "H", "H", "O", "H", "H"],
  "positions_angstrom": [[-1.87, 0.12, -0.14], [-0.84, 0.45, 0.67], [0.00, -0.44, 1.51], [1.09, -1.03, 1.00], [-1.77, -0.62, -0.92], [-2.74, 0.74, -0.23], [-0.68, 1.51, 0.88], [-0.22, -0.42, 2.58], [2.11, -1.07, 1.37], [0.94, -1.41, -0.01], [1.66, 0.69, -2.06], [0.81, 0.34, -1.77], [1.51, 1.15, -2.89]],
  "lowdin_charge": [-0.007, -0.197, -0.183, 0.003, 0.055, 0.042, 0.103, 0.094, 0.059, 0.056, -0.061, 0.001, 0.034]
}

One value per record, in order, for relative energy (zero: lowest compared OMol25 entry of this formula, charge and spin): 0.000, 3.469 eV.